(1)
Entry from OMol25: 2 unconnected molecules or ions with the total composition C4H12NOP in a non-equilibrium geometry (wB97M-V/def2-TZVPD).

orbital gap	9.936	eV
electronic energy	-630.9136	hartree
energy above the lowest of the compared OMol25 structures with the same formula, charge and spin	67.2	kcal per mole
SMILES string	CP(N)O.C=CC
HOMO	-8.87	eV

Geometry (Å):
C  -2.586  3.060  0.253
P  -1.118  2.066  -0.101
N  -1.600  1.244  -1.470
O  -1.552  0.778  1.006
H  -2.393  3.932  0.980
H  -3.011  3.501  -0.642
H  -3.262  2.366  0.818
H  -0.885  1.240  -2.195
H  -2.592  1.370  -1.779
H  -0.793  0.094  1.111
C  1.397  -2.866  1.076
C  0.943  -1.801  0.498
C  0.401  -1.740  -0.906
H  1.636  -2.982  2.123
H  1.558  -3.795  0.476
H  0.720  -0.888  1.067
H  0.861  -2.596  -1.363
H  -0.741  -1.934  -0.946
H  0.848  -0.758  -1.538

(2)
Entry from OMol25: 2 unconnected molecules or ions with the total composition CH4N3O in a non-equilibrium geometry (wB97M-V/def2-TZVPD).

orbital gap	4.483	eV
electronic energy	-279.8632	hartree
energy above the lowest of the compared OMol25 structures with the same formula, charge and spin	27.3	kcal per mole
total charge	-1
HOMO	-0.59	eV

Geometry (Å):
C  0.782  -1.250  -0.219
N  -1.449  2.661  -0.878
N  1.365  -0.211  0.416
N  -1.576  1.891  -0.079
O  -1.740  1.317  0.934
H  0.650  -2.224  0.285
H  1.599  -1.464  -0.963
H  -0.294  -0.991  -0.503
H  0.663  0.270  1.008

(3)
Entry from OMol25: 2 unconnected molecules or ions with the total composition C31H37BN2O6 in a non-equilibrium geometry (wB97M-V/def2-TZVPD).

orbital gap	6.451	eV
electronic energy	-1789.3853	hartree
energy above the lowest of the compared OMol25 structures with the same formula, charge and spin	5.6	kcal per mole
SMILES string	CN(C)c1ccc(C(=CCc2ccccc2)c2ccc(N(C)C)cc2)cc1.CC(=O)OB(OC(C)=O)OC(C)=O
HOMO	-6.29	eV

Geometry (Å):
C  1.426  -9.293  -0.052
N  2.594  -8.470  0.085
C  3.682  -8.690  -0.832
C  2.617  -7.495  1.020
C  3.751  -6.666  1.181
C  3.794  -5.737  2.191
C  2.665  -5.494  3.015
C  2.783  -4.528  4.094
C  4.061  -4.180  4.451
C  4.305  -3.117  5.428
C  5.599  -2.346  5.473
C  5.683  -1.317  6.423
C  6.779  -0.448  6.368
C  7.783  -0.690  5.417
C  7.738  -1.789  4.549
C  6.623  -2.630  4.585
C  1.574  -4.046  4.804
C  1.517  -3.940  6.213
C  0.386  -3.454  6.850
C  -0.714  -2.993  6.089
N  -1.805  -2.430  6.685
C  -2.931  -1.930  5.917
C  -1.885  -2.327  8.130
C  -0.683  -3.138  4.669
C  0.445  -3.656  4.063
C  1.536  -6.345  2.873
C  1.507  -7.310  1.889
H  0.532  -8.688  -0.237
H  1.605  -9.959  -0.889
H  1.257  -9.879  0.860
H  4.650  -8.597  -0.327
H  3.552  -9.697  -1.224
H  3.665  -7.985  -1.673
H  4.603  -6.770  0.511
H  4.714  -5.165  2.339
H  4.919  -4.824  4.214
H  3.453  -2.426  5.550
H  4.352  -3.771  6.249
H  4.891  -1.208  7.168
H  6.854  0.378  7.083
H  8.611  0.014  5.341
H  8.540  -2.001  3.845
H  6.541  -3.484  3.910
H  2.370  -4.235  6.820
H  0.389  -3.391  7.944
H  -2.595  -1.259  5.109
H  -3.481  -2.768  5.455
H  -3.596  -1.380  6.595
H  -1.883  -3.328  8.590
H  -1.023  -1.771  8.528
H  -2.807  -1.802  8.393
H  -1.518  -2.809  4.051
H  0.514  -3.690  2.972
H  0.691  -6.252  3.563
H  0.620  -7.937  1.782
C  1.704  -6.980  9.495
C  2.661  -5.970  8.952
O  3.432  -6.092  8.028
O  2.520  -4.740  9.630
B  3.658  -4.069  10.010
O  3.675  -2.706  10.124
C  2.555  -1.902  9.878
C  2.088  -1.286  11.169
O  2.110  -1.742  8.764
O  4.851  -4.737  10.008
C  6.017  -3.984  9.797
C  7.030  -4.543  10.732
O  6.074  -3.094  8.986
H  0.881  -6.485  10.043
H  1.313  -7.604  8.680
H  2.192  -7.659  10.216
H  2.935  -1.112  11.854
H  1.531  -0.354  10.999
H  1.371  -1.959  11.673
H  6.829  -5.614  10.848
H  8.047  -4.343  10.386
H  6.911  -4.054  11.712

(4)
Entry from OMol25: a molecular structure, C10H20N3O5PSr in a non-equilibrium geometry (wB97M-V/def2-TZVPD).

orbital gap	7.448	eV
electronic energy	-1305.0821	hartree
energy above the lowest of the compared OMol25 structures with the same formula, charge and spin	0.0	kcal per mole
total charge	+2
HOMO	-14.90	eV

Geometry (Å):
Sr  -0.106  -0.434  -2.718
C  -0.138  2.059  -3.771
O  -0.067  3.092  -4.270
C  -0.128  -1.145  -5.380
O  -0.098  -1.562  -6.451
C  -2.902  -0.378  -3.014
O  -4.020  -0.609  -3.194
C  2.677  -0.418  -3.246
O  3.806  -0.614  -3.128
H  -0.052  -3.573  -1.766
H  -0.103  -3.660  -2.522
C  1.599  2.486  0.773
N  0.593  1.658  1.450
C  0.272  2.100  2.806
P  0.136  0.171  0.885
O  0.611  0.065  -0.557
N  0.811  -0.958  1.878
C  0.305  -2.319  2.064
C  2.256  -0.835  2.132
N  -1.549  0.110  0.960
C  -2.183  1.303  0.315
C  -2.198  -1.179  0.564
H  1.460  3.520  1.120
H  1.484  2.457  -0.320
H  2.623  2.172  1.034
H  0.362  3.189  2.838
H  -0.749  1.819  3.083
H  0.969  1.681  3.544
H  0.291  -2.902  1.125
H  0.985  -2.815  2.764
H  -0.697  -2.308  2.511
H  2.872  -1.024  1.237
H  2.502  0.160  2.530
H  2.519  -1.582  2.885
H  -1.902  1.387  -0.754
H  -3.275  1.229  0.385
H  -1.847  2.213  0.833
H  -3.186  -0.991  0.123
H  -1.595  -1.729  -0.189
H  -2.339  -1.834  1.440

(5)
Entry from OMol25: a gas-phase ion, C4H12Cl2NSi (charge +1) in a non-equilibrium geometry (wB97M-V/def2-TZVPD).

orbital gap	10.766	eV
electronic energy	-1424.0635	hartree
energy above the lowest of the compared OMol25 structures with the same formula, charge and spin	16.4	kcal per mole
total charge	+1
SMILES string	CC(C)([NH3+])C[SiH](Cl)Cl
HOMO	-14.32	eV

Geometry (Å):
C  1.142  -0.736  0.813
C  -0.237  -0.314  0.349
C  -0.969  -1.122  -0.608
N  -1.177  -0.256  1.574
C  -0.159  1.146  -0.041
Si  0.942  1.381  -1.755
Cl  1.862  -0.332  -2.496
Cl  2.384  2.692  -1.365
H  1.418  -0.466  1.838
H  1.080  -1.883  0.940
H  1.872  -0.367  0.160
H  -1.570  -0.562  -1.248
H  -1.638  -1.908  -0.197
H  -0.241  -1.509  -1.208
H  -0.582  0.069  2.425
H  -1.406  -1.284  1.772
H  -2.017  0.252  1.470
H  0.321  1.743  0.721
H  -1.129  1.551  -0.390
H  0.104  1.903  -2.754

(6)
Entry from OMol25: a molecular structure, C3H4O3Tl in a non-equilibrium geometry (wB97M-V/def2-TZVPD).

orbital gap	5.203	eV
electronic energy	-514.8375	hartree
energy above the lowest of the compared OMol25 structures with the same formula, charge and spin	65.1	kcal per mole
total charge	-1
HOMO	-1.99	eV

Geometry (Å):
C  0.616  11.244  -1.224
O  0.432  8.928  -0.501
C  -0.500  8.876  0.568
C  1.120  10.051  -0.884
O  -0.903  9.927  1.047
O  -0.904  7.700  0.697
H  1.233  12.119  -1.010
H  -0.215  11.098  -1.956
H  2.173  9.936  -0.615
H  0.428  4.274  -1.369
Tl  0.131  6.309  -0.702

(7)
Entry from OMol25: C5H6O2 in the gas phase (wB97M-V/def2-TZVPD).

orbital gap	10.507	eV
electronic energy	-344.5034	hartree
energy above the lowest of the compared OMol25 structures with the same formula, charge and spin	61.8	kcal per mole
SMILES string	C#C[C@H](C=O)CO
HOMO	-10.02	eV

Geometry (Å):
C  2.524  -0.993  0.049
C  1.421  -0.565  -0.173
C  0.059  -0.116  -0.457
C  -0.046  1.417  -0.444
O  0.145  2.091  0.537
C  -0.961  -0.598  0.581
O  -2.240  -0.067  0.300
H  3.476  -1.439  0.237
H  -0.242  -0.461  -1.456
H  -0.340  1.867  -1.406
H  -0.595  -0.346  1.590
H  -1.034  -1.679  0.482
H  -2.166  0.890  0.161

(8)
Entry from OMol25: a molecular structure, C2H3Br3Si in a non-equilibrium geometry (wB97M-V/def2-TZVPD).

orbital gap (alpha / beta)	8.425 / 5.933	eV
electronic energy	-8089.2501	hartree
energy above the lowest of the compared OMol25 structures with the same formula, charge and spin	250.4	kcal per mole
HOMO (alpha / beta)	-8.96 / -7.72	eV

Geometry (Å):
C  0.244  1.246  -0.189
C  2.019  -1.738  -1.399
Si  -1.211  0.189  0.507
Br  0.870  2.598  0.966
Br  1.834  0.112  -0.712
Br  0.488  -2.723  -1.050
H  -0.557  -0.809  1.499
H  -1.802  -0.296  -0.881
H  -1.884  1.422  1.260